{
  "formula": "C18H18BrI2IrN8O3PS",
  "method": "ωB97M-V/def2-TZVPD",
  "elements": ["Ir", "C", "N", "C", "C", "N", "C", "P", "C", "N", "C", "C", "N", "C", "C", "N", "C", "C", "N", "C", "H", "H", "H", "H", "H", "H", "H", "H", "H", "H", "H", "H", "H", "H", "H", "Br", "C", "C", "C", "C", "C", "N", "C", "O", "O", "H", "H", "H", "O", "S", "N", "I", "I"],
  "positions_angstrom": [[0.065326, 1.039170, 0.634774], [0.253426, -4.237630, -1.553126], [0.791926, -2.975030, -1.118726], [2.102226, -2.692230, -0.928426], [2.164126, -1.392830, -0.503326], [0.910126, -0.885330, -0.430426], [0.088726, -1.865930, -0.809026], [-1.719974, -1.773930, -1.078026], [-1.663574, -0.103230, -1.831826], [-1.163274, 1.008370, -1.291626], [-1.313974, 1.993270, -2.208126], [-1.917674, 1.470970, -3.319226], [-2.126974, 0.155870, -3.071226], [-2.719974, -0.791630, -3.977026], [-2.199674, -1.240630, 0.607574], [-1.569874, -0.361130, 1.388174], [-2.271174, -0.290930, 2.546274], [-3.339874, -1.142030, 2.465074], [-3.282474, -1.730330, 1.246074], [-4.206474, -2.716630, 0.748574], [1.052626, -4.975230, -1.556526], [-0.537574, -4.571030, -0.878926], [-0.155074, -4.167230, -2.563026], [2.882126, -3.408430, -1.091426], [3.035426, -0.811830, -0.278126], [-0.976074, 2.992870, -2.030426], [-2.205574, 1.940870, -4.236526], [-3.018174, -0.276430, -4.887726], [-2.010674, -1.580030, -4.234626], [-3.600374, -1.247830, -3.524526], [-1.975174, 0.344270, 3.356674], [-4.110274, -1.368030, 3.174974], [-5.137374, -2.662130, 1.310274], [-4.418974, -2.533730, -0.304126], [-3.798274, -3.722430, 0.864574], [1.997726, -0.486230, 2.773174], [3.020226, 0.860370, 1.918974], [4.384726, 0.995070, 2.131874], [5.031726, 2.047770, 1.498574], [4.289526, 2.945770, 0.740274], [2.933526, 2.700770, 0.563874], [2.322826, 1.654270, 1.123874], [2.082926, 3.648870, -0.219026], [2.478726, 4.641870, -0.737926], [0.770726, 3.292170, -0.223326], [4.902726, 0.293570, 2.768074], [6.098126, 2.175870, 1.606774], [4.715326, 3.827470, 0.286274], [1.107526, 4.725970, 1.846674], [0.019826, 4.077170, 1.171674], [-0.277374, 2.691270, 2.004774], [0.526426, 2.804370, 3.815474], [1.687226, 1.681770, 6.293074]],
  "forces_ev_per_a": [[-1.207, -1.338, -1.504], [-0.365, -0.737, -0.325], [0.005, 0.622, 0.269], [0.386, 0.397, 0.158], [0.426, -0.086, -0.079], [-1.285, 0.964, 0.463], [-0.536, 0.024, -0.084], [0.429, 0.755, 0.378], [-0.146, -0.736, 0.407], [0.739, -0.367, 1.989], [0.035, 0.549, -0.273], [0.251, 0.496, 0.255], [0.353, 0.309, 0.753], [-0.390, -0.668, -0.477], [0.280, -0.207, -0.738], [1.380, 1.224, -0.983], [-0.138, 0.109, 0.464], [0.299, 0.314, 0.380], [0.599, 0.524, 0.023], [-0.458, -0.693, -0.303], [-0.058, 0.023, 0.038], [0.155, 0.005, -0.034], [0.078, 0.042, 0.072], [0.109, -0.137, -0.071], [0.149, 0.076, 0.079], [0.032, 0.222, 0.017], [-0.049, 0.082, -0.206], [0.030, -0.011, 0.084], [-0.022, 0.124, -0.013], [0.008, 0.062, -0.065], [0.030, 0.180, 0.131], [-0.121, -0.013, 0.118], [0.087, 0.102, -0.033], [-0.037, -0.023, 0.101], [-0.006, 0.088, -0.017], [0.329, 0.038, 0.001], [0.024, -0.329, 0.227], [-0.199, -0.018, -0.086], [-0.195, 0.039, 0.008], [-0.391, -0.148, -0.054], [0.601, 0.210, -0.064], [-0.632, -0.375, 0.098], [1.081, 0.175, -0.437], [0.030, -0.363, -0.003], [-0.131, -1.023, -0.499], [0.054, 0.028, 0.025], [0.062, 0.041, 0.092], [0.089, -0.003, -0.063], [0.372, 1.017, -0.050], [-1.461, -0.032, 0.491], [-1.259, -0.906, -3.099], [0.360, -0.407, 2.130], [0.226, -0.220, 0.312]],
  "lowdin_charge": [1.304, -0.011, -0.118, -0.010, -0.132, -0.041, -0.446, 1.210, -0.434, -0.027, -0.073, -0.002, -0.114, -0.007, -0.436, -0.040, -0.079, -0.005, -0.117, -0.006, 0.108, 0.096, 0.102, 0.141, 0.105, 0.114, 0.142, 0.110, 0.101, 0.099, 0.108, 0.143, 0.111, 0.084, 0.109, 0.788, -0.741, -0.040, 0.020, 0.067, -0.175, -0.042, -0.525, 0.214, -0.333, 0.124, 0.134, 0.143, -0.490, 0.815, -0.991, 0.810, 0.134],
  "e_lumo_ev": [-7.79, -7.80],
  "homo_lumo_gap_ev": [5.7, 5.6],
  "total_charge": 2,
  "spin_multiplicity": 2,
  "fmax_ev_per_a": 3.47
}